This record from OMol25 describes C4H5NO as an isolated structure. The level of theory is ωB97M-V/def2-TZVPD.

Cartesian coordinates (Å):
H -1.84635 -0.77554 0.42411
H -1.57446 -0.29702 -1.30197
H 0.32376 -2.12797 0.27615
C -1.12153 -0.44311 -0.31937
C 1.18409 -0.21759 -0.19278
C -0.27166 0.73846 0.14623
N 0.66104 1.04728 -0.83597
H 1.14306 0.39829 1.15653
H 1.24973 1.80680 -0.50251
C 0.19808 -1.17185 -0.22277
O 0.05423 1.04226 1.37237

The calculation puts the electronic energy at -7760.7416 eV. Its frontier orbital gap is 9.6678 eV. Its HOMO energy is -9.18 eV. For the molecular weight, the calculation gives 83.09 g mol⁻¹.